C5H9NO | the ωB97M-V functional and the def2-TZVPD basis

Computed properties:
Charge = 0
E_LUMO = 0.8 eV
Calculated total energy = -8866.4137 eV
HOMO energy = -7.79 eV
ΔE to the lowest compared entry with this formula, charge and spin = 270.1 kJ/mol

Each atom is followed by the atoms it is bonded to, with distances in Å.
CARTESIAN COORDINATES (ANGSTROEM)
1 N 2.692 -0.643 -0.477  C2 1.378, H8 0.994, H9 0.970
2 C 1.555 -0.452 0.278  N1 1.378, C3 1.415, H10 1.147
3 C 0.357 -1.181 0.088  C2 1.415, C4 1.530, H11 1.054
4 C -0.927 -0.622 0.704  C3 1.530, C5 1.644, H12 1.121, H13 1.038
5 C -1.621 0.383 -0.395  C4 1.644, C6 1.495, H14 1.044, H15 1.146
6 C -1.369 1.804 -0.005  C5 1.495, O7 1.262, H16 1.159
7 O -1.748 2.270 1.105  C6 1.262
8 H 3.401 0.054 -0.505  N1 0.994
9 H 2.640 -1.207 -1.265  N1 0.970
10 H 1.740 0.464 0.943  C2 1.147
11 H 0.263 -1.960 -0.616  C3 1.054
12 H -1.562 -1.541 0.798  C4 1.121
13 H -0.764 -0.077 1.573  C4 1.038
14 H -1.216 0.088 -1.312  C5 1.044
15 H -2.721 0.077 -0.294  C5 1.146
16 H -0.720 2.542 -0.619  C6 1.159